# 1
{
  "formula": "C4H10N2O",
  "method": "the ωB97M-V functional and the def2-TZVPD basis",
  "fmax_ev_per_a": 7.8,
  "energy_ha": -343.03845,
  "homo_energy_ha": [-0.2982, -0.2982],
  "gap_ev": [8.15, 8.15],
  "de_lowest_kcal_mol": 102.29,
  "spin_multiplicity": 1,
  "smiles": "[H]/N=C/N.CC(C)=O",
  "molar_mass_g_mol": 102.1,
  "symbols": ["H", "N", "C", "N", "H", "H", "H", "C", "C", "C", "O", "H", "H", "H", "H", "H", "H"],
  "coordinates": [[0.968, -0.810, 1.867], [1.112, -0.914, 0.867], [1.412, 0.251, 0.307], [1.944, 0.235, -0.985], [1.708, 1.116, 0.905], [2.597, 0.970, -1.199], [2.221, -0.681, -1.307], [-1.377, -1.090, 0.777], [-0.642, 0.579, 0.380], [-1.026, 0.715, -1.077], [-0.848, 1.389, 1.255], [-2.398, -0.824, 0.514], [-1.305, -1.349, 1.827], [-0.993, -1.873, 0.130], [-0.630, 1.661, -1.447], [-0.631, -0.107, -1.663], [-2.113, 0.732, -1.152]],
  "nbo_charge": [0.36, -0.59, 0.19, -0.82, 0.20, 0.39, 0.40, -0.70, 0.58, -0.70, -0.58, 0.19, 0.20, 0.21, 0.22, 0.23, 0.25]
}


# 2
{
  "formula": "C4H10N2O",
  "method": "the ωB97M-V functional and the def2-TZVPD basis",
  "fmax_ev_per_a": 0.3,
  "energy_ha": -343.06169,
  "homo_energy_ha": -0.3270,
  "gap_ev": 9.96,
  "de_lowest_kcal_mol": 87.71,
  "spin_multiplicity": 1,
  "smiles": "CN(C)[C@H]1ON1C",
  "molar_mass_g_mol": 102.1,
  "symbols": ["C", "N", "C", "C", "O", "N", "C", "H", "H", "H", "H", "H", "H", "H", "H", "H", "H"],
  "coordinates": [[-0.086, -0.806, 1.739], [0.601, -0.612, 0.473], [1.154, -1.841, -0.068], [-0.087, 0.169, -0.469], [-1.496, 0.229, -0.491], [-0.683, 1.389, -0.073], [-0.733, 2.398, -1.123], [-0.885, -1.561, 1.668], [-0.526, 0.139, 2.061], [0.639, -1.135, 2.491], [1.714, -1.627, -0.985], [1.853, -2.268, 0.658], [0.387, -2.601, -0.293], [0.375, 0.123, -1.458], [-0.771, 1.957, -2.128], [-1.617, 3.022, -0.974], [0.161, 3.025, -1.029]],
  "nbo_charge": [-0.42, -0.45, -0.41, 0.35, -0.42, -0.16, -0.44, 0.18, 0.23, 0.20, 0.20, 0.20, 0.17, 0.16, 0.19, 0.21, 0.21]
}


# 3
{
  "formula": "C4H10N2O",
  "method": "the ωB97M-V functional and the def2-TZVPD basis",
  "fmax_ev_per_a": 2.1,
  "energy_ha": -343.16768,
  "homo_energy_ha": -0.3507,
  "gap_ev": 10.39,
  "de_lowest_kcal_mol": 21.20,
  "spin_multiplicity": 1,
  "smiles": "CCC(=O)NCN",
  "molar_mass_g_mol": 102.1,
  "symbols": ["C", "C", "C", "O", "N", "C", "N", "H", "H", "H", "H", "H", "H", "H", "H", "H", "H"],
  "coordinates": [[0.112, 2.486, 0.789], [-0.281, 1.026, 0.621], [0.516, 0.383, -0.531], [1.377, 0.958, -1.152], [0.371, -0.988, -0.604], [-0.828, -1.769, -0.351], [-1.028, -2.198, 1.025], [1.105, 2.585, 1.224], [-0.609, 3.029, 1.397], [0.176, 2.953, -0.193], [-1.328, 0.867, 0.333], [-0.131, 0.489, 1.556], [1.092, -1.404, -1.175], [-0.697, -2.707, -0.883], [-1.722, -1.265, -0.711], [-0.789, -1.531, 1.745], [-0.439, -2.999, 1.218]],
  "nbo_charge": [-0.61, -0.51, 0.69, -0.60, -0.66, -0.06, -0.84, 0.22, 0.21, 0.23, 0.22, 0.21, 0.40, 0.20, 0.18, 0.36, 0.35]
}


# 4
{
  "formula": "C4H10N2O",
  "method": "the ωB97M-V functional and the def2-TZVPD basis",
  "fmax_ev_per_a": 9.0,
  "energy_ha": -342.99064,
  "homo_energy_ha": -0.3026,
  "gap_ev": 8.97,
  "de_lowest_kcal_mol": 132.30,
  "spin_multiplicity": 1,
  "molar_mass_g_mol": 102.1,
  "symbols": ["C", "C", "N", "C", "N", "C", "O", "H", "H", "H", "H", "H", "H", "H", "H", "H", "H"],
  "coordinates": [[-0.844, 0.225, 0.608], [0.218, 0.180, -1.651], [0.290, 0.296, -0.211], [0.742, -0.929, 0.680], [-1.710, 1.768, 0.155], [1.949, -0.796, 1.256], [0.305, -2.197, 0.428], [-0.575, -2.162, 0.033], [-1.181, 2.543, 0.557], [-2.304, 1.950, -0.653], [-0.779, 0.491, 1.661], [-1.674, -0.405, 0.280], [-0.786, -0.085, -1.998], [0.457, 1.164, -2.059], [0.963, -0.541, -2.001], [2.465, 0.153, 1.252], [2.465, -1.657, 1.663]],
  "nbo_charge": [-0.05, -0.42, -0.44, 0.38, -1.03, -0.44, -0.68, 0.48, 0.36, 0.37, 0.25, 0.17, 0.18, 0.23, 0.22, 0.22, 0.21]
}


# 5
{
  "formula": "C4H10N2O",
  "method": "the ωB97M-V functional and the def2-TZVPD basis",
  "fmax_ev_per_a": 3.2,
  "energy_ha": -343.05444,
  "homo_energy_ha": -0.3336,
  "gap_ev": 9.92,
  "de_lowest_kcal_mol": 92.25,
  "spin_multiplicity": 1,
  "smiles": "C=C(C)C=O.NN",
  "molar_mass_g_mol": 102.1,
  "symbols": ["C", "C", "C", "C", "O", "H", "H", "H", "H", "H", "H", "N", "N", "H", "H", "H", "H"],
  "coordinates": [[1.716, 1.402, 0.264], [1.106, 0.276, -0.110], [1.619, -0.600, -1.213], [0.135, -0.470, 0.946], [-0.048, -1.664, 0.956], [1.394, 1.960, 1.132], [2.517, 1.844, -0.312], [2.529, -0.204, -1.661], [1.822, -1.602, -0.835], [0.859, -0.693, -1.991], [-0.006, 0.174, 1.832], [-1.827, 0.071, -0.326], [-2.747, 0.143, 0.757], [-0.987, 0.749, -0.404], [-1.766, -0.838, -0.788], [-3.688, 0.112, 0.377], [-2.629, -0.659, 1.378]],
  "nbo_charge": [-0.36, -0.11, -0.66, 0.42, -0.57, 0.20, 0.21, 0.22, 0.24, 0.22, 0.13, -0.71, -0.66, 0.39, 0.36, 0.35, 0.34]
}


# 6
{
  "formula": "C4H10N2O",
  "method": "the ωB97M-V functional and the def2-TZVPD basis",
  "fmax_ev_per_a": 2.8,
  "energy_ha": -343.10350,
  "homo_energy_ha": -0.3254,
  "gap_ev": 9.83,
  "de_lowest_kcal_mol": 61.47,
  "spin_multiplicity": 1,
  "smiles": "NCNCCC=O",
  "molar_mass_g_mol": 102.1,
  "symbols": ["N", "C", "N", "C", "C", "C", "O", "H", "H", "H", "H", "H", "H", "H", "H", "H", "H"],
  "coordinates": [[-1.416, -0.385, -2.054], [-1.100, 0.496, -0.967], [-1.041, -0.313, 0.295], [0.210, -0.930, 0.730], [1.412, 0.008, 0.590], [1.373, 1.142, 1.557], [1.973, 1.110, 2.610], [-1.814, -1.291, -1.887], [-1.031, -0.329, -2.978], [-1.826, 1.302, -0.855], [-0.117, 0.945, -1.147], [-1.900, -0.834, 0.220], [0.052, -1.090, 1.810], [0.452, -1.870, 0.240], [2.316, -0.577, 0.808], [1.661, 0.556, -0.330], [0.794, 2.060, 1.356]],
  "nbo_charge": [-0.91, -0.04, -0.65, -0.20, -0.53, 0.43, -0.53, 0.37, 0.38, 0.17, 0.17, 0.36, 0.21, 0.18, 0.24, 0.22, 0.12]
}


# 7
{
  "formula": "C4H10N2O2",
  "method": "the ωB97M-V functional and the def2-TZVPD basis",
  "fmax_ev_per_a": 1.4,
  "energy_ha": -418.39620,
  "homo_energy_ha": -0.3166,
  "gap_ev": 9.37,
  "de_lowest_kcal_mol": 40.64,
  "spin_multiplicity": 1,
  "smiles": "Cc1c[nH]cn1.O.O",
  "molar_mass_g_mol": 118.1,
  "symbols": ["C", "C", "C", "N", "C", "N", "H", "H", "H", "H", "H", "H", "O", "H", "H", "O", "H", "H"],
  "coordinates": [[3.286, 0.144, -1.932], [2.122, -0.681, -1.515], [1.945, -2.027, -1.459], [0.698, -2.234, -0.938], [0.147, -0.994, -0.760], [0.985, -0.053, -1.055], [2.942, 1.046, -2.433], [3.880, 0.494, -1.089], [3.936, -0.372, -2.630], [2.598, -2.814, -1.808], [0.244, -3.119, -1.106], [-0.766, -0.922, -0.181], [-3.094, 2.916, 0.456], [-3.213, 2.237, -0.229], [-3.299, 2.566, 1.323], [-4.153, 1.092, 4.789], [-4.849, 1.113, 5.452], [-3.411, 1.609, 5.117]],
  "nbo_charge": [-0.63, 0.09, -0.12, -0.53, 0.17, -0.45, 0.23, 0.22, 0.21, 0.21, 0.41, 0.19, -0.95, 0.47, 0.48, -0.95, 0.47, 0.47]
}


# 8
{
  "formula": "C4H10N2O2",
  "method": "the ωB97M-V functional and the def2-TZVPD basis",
  "fmax_ev_per_a": 4.0,
  "energy_ha": -418.37941,
  "homo_energy_ha": -0.3228,
  "gap_ev": 9.64,
  "de_lowest_kcal_mol": 51.17,
  "spin_multiplicity": 1,
  "smiles": "NCCNCC(=O)O",
  "molar_mass_g_mol": 118.1,
  "symbols": ["N", "C", "C", "N", "C", "C", "O", "O", "H", "H", "H", "H", "H", "H", "H", "H", "H", "H"],
  "coordinates": [[0.266, -1.479, 0.295], [-1.047, -1.269, -0.322], [-1.620, 0.076, 0.106], [-0.870, 1.193, -0.449], [0.430, 1.398, 0.150], [1.458, 0.368, -0.321], [1.737, 0.233, -1.517], [2.465, 0.298, 0.604], [0.873, -2.069, -0.268], [0.272, -1.215, 1.277], [-1.752, -2.070, -0.051], [-0.902, -1.264, -1.411], [-1.636, 0.104, 1.216], [-2.655, 0.143, -0.254], [-1.417, 2.043, -0.387], [0.399, 1.364, 1.255], [0.824, 2.381, -0.147], [3.174, -0.237, 0.223]],
  "nbo_charge": [-0.85, -0.23, -0.23, -0.61, -0.32, 0.80, -0.65, -0.72, 0.41, 0.40, 0.17, 0.21, 0.15, 0.21, 0.37, 0.17, 0.23, 0.49]
}


# 9
{
  "formula": "C4H10N2O2",
  "method": "the ωB97M-V functional and the def2-TZVPD basis",
  "fmax_ev_per_a": 1.8,
  "energy_ha": -418.35982,
  "homo_energy_ha": -0.3348,
  "gap_ev": 9.73,
  "de_lowest_kcal_mol": 63.47,
  "spin_multiplicity": 1,
  "smiles": "NCN[C@H](C=O)CO",
  "molar_mass_g_mol": 118.1,
  "symbols": ["N", "C", "N", "C", "C", "O", "C", "O", "H", "H", "H", "H", "H", "H", "H", "H", "H", "H"],
  "coordinates": [[-2.729, -1.320, -0.613], [-1.972, -0.191, -0.062], [-0.720, -0.537, 0.586], [0.492, -0.285, -0.184], [1.697, -0.548, 0.701], [2.834, -0.432, 0.334], [0.613, 1.126, -0.790], [0.330, 2.173, 0.134], [-2.159, -2.000, -1.099], [-3.273, -1.783, 0.098], [-2.672, 0.183, 0.685], [-1.851, 0.568, -0.818], [-0.695, -1.514, 0.825], [0.618, -0.957, -1.051], [1.466, -0.831, 1.750], [1.623, 1.137, -1.199], [-0.116, 1.282, -1.580], [0.654, 1.919, 1.007]],
  "nbo_charge": [-0.85, -0.05, -0.64, -0.19, 0.43, -0.51, -0.06, -0.71, 0.35, 0.36, 0.18, 0.19, 0.36, 0.19, 0.11, 0.19, 0.18, 0.47]
}


# 10
{
  "formula": "C4H10N2O2",
  "method": "the ωB97M-V functional and the def2-TZVPD basis",
  "fmax_ev_per_a": 1.2,
  "energy_ha": -418.44608,
  "homo_energy_ha": -0.3510,
  "gap_ev": 10.17,
  "de_lowest_kcal_mol": 9.34,
  "spin_multiplicity": 1,
  "smiles": "CC(N)=O.CC(N)=O",
  "molar_mass_g_mol": 118.1,
  "symbols": ["C", "C", "N", "O", "H", "H", "H", "H", "H", "C", "C", "N", "O", "H", "H", "H", "H", "H"],
  "coordinates": [[0.277, -3.107, -0.436], [0.281, -2.108, 0.684], [1.337, -2.157, 1.537], [-0.578, -1.253, 0.783], [-0.764, -3.357, -0.681], [0.810, -4.041, -0.294], [0.613, -2.586, -1.333], [1.427, -1.412, 2.205], [1.982, -2.924, 1.514], [0.048, 2.110, -1.196], [-0.551, 3.170, -0.332], [-1.634, 2.765, 0.401], [-0.172, 4.323, -0.321], [0.468, 1.294, -0.613], [0.872, 2.475, -1.794], [-0.674, 1.657, -1.873], [-1.929, 3.364, 1.168], [-1.813, 1.788, 0.579]],
  "nbo_charge": [-0.72, 0.67, -0.82, -0.63, 0.24, 0.22, 0.24, 0.41, 0.39, -0.72, 0.67, -0.83, -0.61, 0.23, 0.23, 0.23, 0.39, 0.40]
}


# 11
{
  "formula": "C4H10N2O2",
  "method": "the ωB97M-V functional and the def2-TZVPD basis",
  "fmax_ev_per_a": 1.2,
  "energy_ha": -418.43668,
  "homo_energy_ha": -0.3398,
  "gap_ev": 10.18,
  "de_lowest_kcal_mol": 15.24,
  "spin_multiplicity": 1,
  "smiles": "CC(N)=O.CC(N)=O",
  "molar_mass_g_mol": 118.1,
  "symbols": ["C", "C", "N", "O", "H", "H", "H", "H", "H", "C", "C", "N", "O", "H", "H", "H", "H", "H"],
  "coordinates": [[2.260, -1.904, 0.938], [0.744, -1.919, 0.818], [0.150, -3.079, 1.219], [0.082, -0.949, 0.514], [2.797, -2.459, 0.170], [2.554, -2.156, 1.953], [2.594, -0.881, 0.745], [-0.851, -3.080, 1.307], [0.566, -3.994, 1.235], [-0.080, 2.243, -0.932], [-1.505, 1.844, -1.227], [-2.499, 2.763, -1.065], [-1.736, 0.718, -1.619], [0.569, 2.106, -1.788], [0.198, 1.532, -0.150], [0.000, 3.259, -0.542], [-3.431, 2.396, -1.107], [-2.413, 3.561, -0.467]],
  "nbo_charge": [-0.73, 0.67, -0.84, -0.60, 0.23, 0.23, 0.24, 0.40, 0.39, -0.72, 0.67, -0.83, -0.61, 0.24, 0.26, 0.20, 0.39, 0.38]
}


# 12
{
  "formula": "C4H10N2O2",
  "method": "the ωB97M-V functional and the def2-TZVPD basis",
  "fmax_ev_per_a": 1.4,
  "energy_ha": -418.09171,
  "homo_energy_ha": [-0.4933, -0.4933],
  "gap_ev": [9.38, 5.61],
  "de_lowest_kcal_mol": 28.98,
  "spin_multiplicity": 2,
  "molar_mass_g_mol": 118.1,
  "charge": 1,
  "symbols": ["C", "C", "C", "N", "C", "N", "H", "H", "H", "H", "H", "H", "H", "H", "O", "H", "H", "O"],
  "coordinates": [[-2.463, 1.950, -1.898], [-1.406, 2.078, -0.889], [-0.745, 3.277, -0.416], [0.405, 2.861, 0.102], [0.341, 1.470, 0.133], [-0.731, 1.000, -0.444], [-2.165, 1.212, -2.631], [-3.442, 1.693, -1.475], [-2.637, 2.880, -2.451], [-1.076, 4.291, -0.586], [0.935, 3.391, 0.789], [1.160, 0.898, 0.533], [2.504, -4.444, -0.595], [2.914, -3.414, 0.317], [2.476, -3.477, -0.549], [0.512, -5.280, 3.318], [2.052, -5.510, 3.258], [1.368, -4.875, 3.484]],
  "nbo_charge": [-0.70, 0.33, 0.14, -0.51, 0.35, -0.41, 0.28, 0.29, 0.25, 0.26, 0.46, 0.25, 0.47, 0.46, -0.93, 0.48, 0.47, -0.95]
}


# 13
{
  "formula": "C4H10N2O2P",
  "method": "the ωB97M-V functional and the def2-TZVPD basis",
  "fmax_ev_per_a": 3.6,
  "energy_ha": -759.83073,
  "homo_energy_ha": -0.1676,
  "gap_ev": 8.35,
  "de_lowest_kcal_mol": 26.77,
  "spin_multiplicity": 1,
  "molar_mass_g_mol": 149.1,
  "charge": -1,
  "symbols": ["C", "C", "C", "C", "N", "N", "O", "O", "P", "H", "H", "H", "H", "H", "H", "H", "H", "H", "H"],
  "coordinates": [[0.147, -0.673, -0.157], [-0.989, 0.358, -0.487], [-0.172, -1.956, 0.631], [-0.307, 1.731, -0.364], [1.263, -0.069, 0.665], [-2.293, 0.165, 0.196], [2.840, -0.103, -1.495], [3.784, 0.670, 0.771], [2.655, 0.265, -0.061], [0.523, -1.072, -1.105], [-1.362, 0.460, -1.564], [-1.153, -2.550, 0.499], [-0.033, -1.736, 1.651], [0.595, -2.689, 0.460], [-0.132, 1.993, 0.648], [-0.953, 2.480, -0.681], [0.601, 1.766, -1.036], [-2.044, 0.103, 1.170], [-2.970, 0.857, 0.260]],
  "nbo_charge": [-0.08, -0.05, -0.61, -0.61, -1.13, -0.85, -1.14, -1.11, 2.31, 0.20, 0.17, 0.19, 0.21, 0.20, 0.21, 0.17, 0.22, 0.34, 0.35]
}


# 14
{
  "formula": "C4H10N2O2P",
  "method": "the ωB97M-V functional and the def2-TZVPD basis",
  "fmax_ev_per_a": 4.5,
  "energy_ha": -759.52695,
  "homo_energy_ha": -0.5234,
  "gap_ev": 10.38,
  "de_lowest_kcal_mol": 16.19,
  "spin_multiplicity": 1,
  "smiles": "C=C[P@@](C)(O)=[NH+]C(N)=O",
  "molar_mass_g_mol": 149.1,
  "charge": 1,
  "symbols": ["C", "C", "P", "C", "O", "N", "C", "N", "O", "H", "H", "H", "H", "H", "H", "H", "H", "H", "H"],
  "coordinates": [[-1.332, 0.543, 1.892], [-1.067, -0.218, 0.857], [0.115, 0.355, -0.465], [-0.629, 1.394, -1.728], [1.290, 1.193, 0.311], [0.714, -1.071, -1.050], [1.647, -2.055, -0.757], [1.690, -2.214, 0.536], [2.206, -2.519, -1.741], [-1.992, 0.221, 2.709], [-0.953, 1.585, 2.004], [-1.454, -1.258, 0.740], [-1.552, 0.965, -2.024], [-0.009, 1.681, -2.534], [-0.669, 2.313, -1.305], [1.663, 1.801, -0.350], [0.540, -1.025, -2.014], [1.202, -1.611, 1.128], [2.591, -2.537, 0.912]],
  "nbo_charge": [-0.25, -0.62, 1.96, -0.98, -0.92, -1.00, 0.78, -0.79, -0.56, 0.24, 0.22, 0.27, 0.29, 0.29, 0.28, 0.52, 0.43, 0.39, 0.43]
}